[1]
A molecular structure, C39H60MnN2O2Si3Te in a non-equilibrium geometry. Source: the Open Molecules 2025 dataset; level of theory: ωB97M-V/def2-TZVPD.

Computed properties:
2S+1: 6
Charge: 0
LUMO level (alpha / beta) in eV: -0.087 / -0.232
ΔE to the lowest compared entry with this formula, charge and spin in kcal per mole: 0.0
Frontier orbital gap (alpha / beta) in eV: 6.75 / 7.57
E_HOMO (alpha / beta) in eV: -6.84 / -7.81

CARTESIAN COORDINATES (ANGSTROEM)
Mn -2.111 0.618 0.748
O -0.552 2.292 0.786
C -1.090 3.237 -0.222
C -2.438 3.581 0.246
C -2.963 4.851 0.245
C -4.183 5.112 0.864
C -4.783 4.048 1.564
C -4.166 2.818 1.566
N -3.088 2.564 0.853
H 0.418 2.094 0.690
H -1.062 2.734 -1.219
H -0.446 4.141 -0.178
H -2.401 5.603 -0.222
H -4.697 6.056 0.796
H -5.739 4.184 2.089
H -4.554 2.020 2.210
C -0.062 -3.286 1.132
C 0.801 -3.047 -0.142
C 2.124 -2.367 0.168
C 1.048 -4.344 -0.897
Si -0.305 -1.741 -1.137
O -1.005 -0.555 -0.236
C -1.546 -2.915 -1.887
C -1.414 -3.428 -3.204
C -2.340 -4.347 -3.660
C -3.346 -4.835 -2.858
C -3.412 -4.429 -1.536
C -2.568 -3.409 -1.071
C 0.652 -1.002 -2.540
C 0.197 0.282 -2.958
C 0.891 0.944 -3.968
C 2.005 0.397 -4.543
C 2.401 -0.884 -4.180
C 1.732 -1.598 -3.209
H 0.541 -3.679 2.010
H -0.847 -4.001 0.893
H -0.594 -2.333 1.445
H 2.530 -2.846 1.052
H 1.989 -1.330 0.443
H 2.848 -2.367 -0.643
H 1.813 -4.915 -0.329
H 1.481 -4.158 -1.889
H 0.122 -4.886 -1.030
H -0.625 -3.106 -3.851
H -2.300 -4.742 -4.674
H -4.052 -5.625 -3.231
H -4.168 -4.804 -0.872
H -2.693 -3.018 -0.077
H -0.683 0.776 -2.513
H 0.491 1.865 -4.419
H 2.474 0.926 -5.386
H 3.179 -1.350 -4.790
H 2.095 -2.625 -3.004
C -6.025 -2.436 -0.685
N -5.217 -1.208 -0.842
C -5.558 -0.484 -2.105
C -5.484 -0.237 0.227
C -4.883 -0.625 1.576
C -5.668 -1.437 2.431
C -5.159 -2.065 3.550
C -3.835 -1.815 3.867
C -3.070 -0.868 3.117
C -3.581 -0.287 1.931
H -6.011 -3.040 -1.598
H -7.050 -2.226 -0.418
H -5.562 -3.079 0.057
H -4.703 0.235 -2.245
H -6.456 0.087 -1.990
H -5.612 -1.195 -2.943
H -6.558 -0.078 0.382
H -4.996 0.694 -0.126
H -6.718 -1.551 2.149
H -5.756 -2.730 4.166
H -3.322 -2.320 4.689
H -2.045 -0.674 3.494
C 5.353 4.919 0.326
Si 4.724 3.858 -1.158
C 2.986 4.390 -1.759
C 5.987 3.979 -2.553
C 4.480 2.098 -0.566
Te 2.962 1.629 0.872
C 4.215 1.647 2.662
Si 4.823 -0.005 3.430
C 6.028 0.465 4.798
C 3.257 -0.880 4.077
C 5.800 -1.060 2.175
H 5.584 5.942 -0.014
H 6.268 4.550 0.799
H 4.574 5.027 1.122
H 2.903 5.494 -1.893
H 2.229 4.081 -1.023
H 2.794 3.898 -2.684
H 6.354 5.008 -2.760
H 5.496 3.650 -3.485
H 6.857 3.307 -2.312
H 5.396 1.775 -0.067
H 4.376 1.425 -1.451
H 3.625 2.163 3.436
H 5.034 2.269 2.314
H 5.570 1.144 5.539
H 6.978 0.803 4.482
H 6.193 -0.430 5.411
H 2.759 -1.290 3.215
H 2.596 -0.132 4.564
H 3.537 -1.690 4.800
H 6.588 -0.482 1.670
H 5.155 -1.468 1.383
H 6.191 -1.915 2.738

Forces on the atoms, in the same order (eV/Å):
Mn -0.2 -0.4 0.2
O 0.2 0.4 -0.5
C 2.4 -0.7 0.2
C -1.5 -0.6 1.2
C -0.6 -0.2 0.3
C -0.4 -1.6 0.2
C -0.4 1.5 -0.3
C -0.7 -0.4 0.5
N 0.8 0.7 -0.4
H -1.1 0.5 -0.3
H 0.0 0.5 0.6
H -0.4 -0.5 -0.5
H 0.6 1.1 -0.6
H 0.2 0.3 0.0
H 0.6 -0.1 -0.2
H 0.1 0.0 -0.6
C 0.5 0.7 0.6
C -1.1 1.5 -0.4
C -0.3 0.0 0.6
C 0.7 0.3 0.2
Si -0.4 -0.7 1.1
O 1.3 -1.2 -1.2
C -0.3 0.0 -0.7
C -0.8 0.1 1.3
C 0.1 -0.4 -1.1
C -0.8 -1.2 0.5
C 0.1 1.0 0.2
C 0.0 -0.7 -1.0
C -0.3 1.0 -0.1
C 0.7 -0.4 0.0
C -1.1 0.9 -0.1
C 0.4 -0.2 -0.9
C 0.5 0.0 -1.0
C 0.1 -0.1 0.2
H -0.6 0.4 -0.9
H 0.0 -0.1 0.2
H 0.7 -1.0 -0.1
H 0.6 -0.3 0.2
H -0.1 0.5 0.1
H 0.0 -0.2 -0.2
H -0.5 -0.1 -0.3
H -0.1 -0.1 0.2
H -0.1 -0.4 0.0
H 0.3 0.2 -0.2
H 0.2 0.2 0.1
H 0.8 0.9 0.3
H -0.2 -0.3 0.1
H -0.1 0.1 0.3
H 0.5 -0.6 -0.1
H 0.2 -0.2 0.5
H 0.0 -0.4 0.5
H 0.0 0.0 0.5
H -0.5 0.8 0.1
C 1.1 0.2 -0.4
N -1.1 0.1 -0.6
C 2.1 -0.7 0.6
C 1.1 0.0 0.6
C -0.7 -0.9 0.5
C -0.5 0.6 -1.1
C 0.4 0.1 0.1
C 1.4 0.9 -0.2
C -1.0 -1.1 0.5
C 0.9 -0.4 0.7
H 0.0 0.4 -0.1
H -0.6 0.1 0.2
H -0.1 0.1 0.4
H -0.9 -0.6 -0.3
H -0.9 0.3 -0.2
H 0.0 0.4 0.3
H -0.3 0.2 -0.3
H -0.4 -0.2 0.3
H 0.2 -0.2 0.2
H 0.0 0.1 -0.2
H -0.4 0.1 -0.1
H -0.6 0.0 -0.4
C -0.8 0.2 -0.1
Si -0.5 1.0 0.8
C 0.7 1.1 1.1
C 0.3 -0.3 -0.1
C 0.6 -0.6 -0.6
Te 0.2 -0.2 0.2
C -0.3 -0.4 -0.2
Si -0.1 0.3 -0.7
C -1.7 -0.8 1.2
C 1.1 0.4 0.8
C -0.8 0.2 0.1
H -0.1 -0.3 0.0
H -0.1 -0.2 -0.1
H 0.5 -0.2 -0.6
H 0.0 -0.7 0.0
H 0.2 0.1 -0.2
H -0.3 -0.4 -0.8
H -0.2 -0.6 0.4
H 0.4 -0.1 0.3
H -0.7 0.7 -0.4
H 0.1 -0.1 0.0
H -0.2 0.3 0.7
H 0.3 0.1 -0.3
H 0.2 0.3 0.3
H 0.3 0.1 -0.5
H 1.0 0.6 -0.4
H 0.1 -0.1 -0.2
H -0.4 -0.3 -0.3
H 0.4 -0.6 -0.2
H -0.5 0.6 -0.6
H 0.0 -0.2 0.4
H 0.0 0.1 0.2
H 0.3 0.1 -0.2

Results of the Löwdin charge analysis, in e, for atoms 1 through 2: atom 1 (Mn): 0.90, atom 2 (O): -0.19

***

[2]
A molecular structure, C36H27IrN9O4SSe2. Source: the Open Molecules 2025 dataset; level of theory: ωB97M-V/def2-TZVPD.

Computed properties:
2S+1: 2
Charge: +2
LUMO level (alpha / beta) in eV: -6.718 / -8.265
ΔE to the lowest compared entry with this formula, charge and spin in kcal per mole: 38.5
Frontier orbital gap (alpha / beta) in eV: 6.08 / 4.52
E_HOMO (alpha / beta) in eV: -12.80 / -12.79

CARTESIAN COORDINATES (ANGSTROEM)
Ir -0.267 -0.104 0.041
O -7.135 -0.208 -0.717
C -6.438 -1.060 -0.170
O -6.592 -2.241 0.171
C -4.977 -0.611 0.077
C -4.382 0.313 -0.776
C -3.016 0.471 -0.756
N -2.263 -0.243 0.104
C -2.835 -1.038 1.034
C -4.194 -1.239 1.038
C -1.869 -1.769 1.851
C -2.212 -2.634 2.870
C -1.224 -3.406 3.465
C 0.071 -3.321 2.984
C 0.359 -2.420 1.977
N -0.583 -1.626 1.453
C -2.247 1.316 -1.672
C -2.862 2.178 -2.561
C -2.094 2.887 -3.467
C -0.725 2.682 -3.466
C -0.172 1.823 -2.538
N -0.900 1.163 -1.625
H -5.029 0.830 -1.473
H -4.672 -1.971 1.677
H -3.243 -2.710 3.182
H -1.472 -4.081 4.273
H 0.871 -3.928 3.382
H 1.357 -2.338 1.575
H -3.937 2.285 -2.544
H -2.557 3.573 -4.163
H -0.075 3.181 -4.170
H 0.888 1.665 -2.536
N 7.393 3.270 1.226
C 6.332 2.434 1.352
C 6.233 1.273 0.565
C 5.144 0.440 0.678
C 4.125 0.745 1.581
C 4.222 1.876 2.395
C 5.298 2.720 2.264
S 2.849 -0.413 1.798
O 2.732 -0.784 3.171
O 2.981 -1.436 0.787
N 1.370 0.284 1.394
C 0.721 1.271 2.048
N -0.472 1.426 1.423
C -1.349 2.327 1.873
C -1.012 3.100 2.959
C 0.244 2.882 3.532
N 1.114 1.979 3.091
H 8.209 2.967 0.723
H 7.537 3.997 1.905
H 7.037 1.019 -0.115
H 5.084 -0.463 0.086
H 3.465 2.074 3.142
H 5.375 3.595 2.897
H -2.299 2.407 1.360
H -1.691 3.840 3.352
H 0.560 3.462 4.391
Se -0.804 -1.764 -3.421
Se 0.417 -1.990 -1.426
C 1.884 -0.867 -1.977
C 2.825 -1.159 -2.940
C 3.802 -0.195 -3.169
C 3.807 0.970 -2.414
C 2.832 1.153 -1.445
N 1.873 0.249 -1.258
C -2.362 -2.516 -2.562
C -3.580 -2.482 -3.221
C -4.667 -3.042 -2.565
C -4.485 -3.616 -1.313
C -3.216 -3.599 -0.761
N -2.161 -3.036 -1.363
H 2.801 -2.090 -3.490
H 4.560 -0.362 -3.923
H 4.564 1.727 -2.559
H 2.806 2.036 -0.818
H -3.682 -2.035 -4.202
H -5.647 -3.024 -3.021
H -5.317 -4.028 -0.760
H -3.029 -4.042 0.211

Forces on the atoms, in the same order (eV/Å):
Ir -0.1 0.1 0.1
O -0.1 0.0 -0.1
C 0.1 0.2 0.0
O -0.1 -0.1 0.1
C 0.1 0.1 0.1
C -0.1 0.0 0.1
C 0.1 0.0 0.0
N 0.0 -0.2 -0.1
C 0.1 0.0 0.0
C 0.0 0.0 0.0
C 0.0 0.0 -0.1
C 0.0 0.0 0.0
C 0.0 0.0 0.0
C -0.1 0.0 0.0
C 0.0 0.0 0.0
N 0.2 0.2 0.1
C 0.0 -0.1 -0.1
C 0.0 0.0 0.0
C 0.0 0.0 0.0
C -0.1 0.0 0.0
C 0.0 0.1 0.0
N 0.1 0.2 0.3
H 0.0 0.0 0.0
H 0.0 0.0 0.0
H 0.0 0.0 0.0
H 0.0 0.0 0.0
H 0.0 0.0 0.0
H -0.1 0.0 0.0
H 0.0 0.0 0.0
H 0.0 0.0 0.0
H 0.0 0.0 0.0
H 0.0 0.1 0.0
N 0.0 0.0 0.0
C 0.0 0.0 0.0
C 0.0 0.0 0.0
C 0.0 0.0 -0.1
C -0.1 0.0 0.0
C 0.0 0.0 0.1
C 0.0 0.0 0.0
S 0.0 0.0 0.1
O 0.0 0.0 0.2
O 0.1 0.0 0.0
N 0.3 0.4 -0.3
C -0.1 0.0 0.0
N 0.0 0.0 0.1
C 0.0 0.0 0.0
C 0.0 0.0 0.0
C 0.0 0.0 0.0
N 0.0 0.0 0.0
H 0.0 0.0 0.0
H 0.0 0.0 0.0
H 0.0 0.0 0.0
H 0.0 0.0 0.0
H 0.0 0.0 -0.1
H 0.0 0.0 0.0
H 0.0 0.0 0.0
H 0.0 0.0 0.0
H 0.0 0.0 0.0
Se 0.0 0.0 0.0
Se -0.2 -0.2 -0.1
C -0.1 0.1 0.0
C 0.1 0.1 0.0
C 0.0 0.0 0.0
C 0.0 0.0 0.0
C 0.1 0.0 0.1
N -0.1 -0.3 -0.1
C 0.0 0.0 0.0
C -0.1 0.0 0.1
C 0.0 0.0 0.0
C 0.1 -0.1 0.0
C -0.1 -0.1 -0.1
N 0.0 0.0 -0.1
H 0.0 0.0 0.0
H 0.0 0.0 0.0
H 0.0 0.0 0.0
H 0.0 0.0 0.0
H 0.0 0.0 0.0
H 0.0 0.0 0.0
H 0.0 0.0 -0.1
H 0.0 0.0 0.0

Results of the Löwdin charge analysis, in e, for atoms 1 through 2: atom 1 (Ir): 1.41, atom 2 (O): 0.04

***

[3]
A single C9H8ClNOS molecule in a non-equilibrium geometry. Source: the Open Molecules 2025 dataset; level of theory: ωB97M-V/def2-TZVPD.

Computed properties:
2S+1: 1
Charge: 0
LUMO level (alpha / beta) in eV: -1.183 / -1.184
ΔE to the lowest compared entry with this formula, charge and spin in kcal per mole: 46.6
Frontier orbital gap (alpha / beta) in eV: 6.40 / 6.40
E_HOMO (alpha / beta) in eV: -7.58 / -7.58

CARTESIAN COORDINATES (ANGSTROEM)
C -1.116 0.643 0.431
C -2.484 0.512 0.418
C -2.231 -1.856 0.278
C -0.833 -1.773 0.294
C -0.253 -0.475 0.369
C -3.056 -0.741 0.163
C -0.174 -2.997 0.104
C 1.941 0.633 0.081
C 1.726 1.923 0.109
N 1.080 -0.375 0.139
O 2.445 -2.516 -0.084
S 1.391 -3.563 -0.138
Cl -4.686 -0.854 -0.187
H -0.758 1.623 0.287
H -2.970 1.461 0.293
H -2.751 -2.744 0.548
H 2.918 0.235 0.248
H 0.748 2.324 0.330
H -0.881 -3.877 0.165
H 2.627 2.588 0.135
H 1.676 -1.286 0.125

Forces on the atoms, in the same order (eV/Å):
C 0.1 -1.2 0.3
C 0.6 -0.3 -1.6
C -1.0 1.2 0.4
C -0.8 1.3 0.5
C 0.2 0.4 -1.3
C 2.0 0.6 1.3
C 1.4 -2.6 0.2
C 0.8 0.6 0.9
C 0.9 2.5 0.5
N -0.5 -3.3 0.5
O 0.9 -0.3 -0.1
S -2.3 0.0 0.3
Cl -1.7 -0.4 -0.1
H 0.4 0.6 0.3
H -0.9 0.0 0.2
H -0.1 -1.1 -0.7
H 0.9 0.1 -0.7
H 0.4 0.4 -0.5
H 1.1 0.8 -0.4
H -1.2 -0.6 0.0
H -1.4 1.3 -0.1

Results of the Löwdin charge analysis, in e, for atoms 1 through 2: atom 1 (C): 0.00, atom 2 (C): -0.08

***

[4]
A molecular structure, C2H10N2OSi in a non-equilibrium geometry. Source: the Open Molecules 2025 dataset; level of theory: ωB97M-V/def2-TZVPD.

Computed properties:
2S+1: 1
Charge: 0
LUMO level in eV: 0.664
ΔE to the lowest compared entry with this formula, charge and spin in kcal per mole: 34.0
Frontier orbital gap in eV: 9.51
E_HOMO in eV: -8.85

CARTESIAN COORDINATES (ANGSTROEM)
C 1.303 1.327 1.216
C -1.344 0.288 -2.198
N -1.130 -0.640 1.258
N 0.984 -1.600 -0.151
O 0.801 0.940 0.042
Si -0.210 -0.326 -0.114
H 0.834 2.269 1.570
H 2.307 1.435 1.084
H 1.127 0.643 2.117
H -1.481 1.325 -1.965
H -0.553 0.166 -3.082
H -2.275 -0.227 -2.459
H -1.026 -1.470 1.842
H -1.473 0.151 1.699
H 1.589 -1.819 -0.929
H 0.544 -2.463 0.069

Forces on the atoms, in the same order (eV/Å):
C -1.8 0.6 4.1
C 3.1 -1.5 0.8
N 0.2 -1.7 -0.6
N -0.8 -0.1 -0.2
O -2.1 0.0 -2.5
Si 0.5 -0.2 -3.6
H 0.4 -0.1 -0.3
H 3.0 0.6 0.1
H 0.3 0.3 -1.3
H -0.2 0.6 -0.1
H -1.7 0.3 2.1
H 0.3 0.1 0.4
H -0.1 0.7 -0.3
H -1.0 1.3 1.3
H 0.0 0.5 -0.2
H -0.3 -1.1 0.4

Results of the Löwdin charge analysis, in e, for atoms 1 through 2: atom 1 (C): -0.23, atom 2 (C): -0.13

***

[5]
A molecular structure, C3H5NO2 in a non-equilibrium geometry. Source: the Open Molecules 2025 dataset; level of theory: ωB97M-V/def2-TZVPD.

Computed properties:
2S+1: 1
Charge: 0
LUMO level in eV: 0.083
ΔE to the lowest compared entry with this formula, charge and spin in kcal per mole: 91.4
Frontier orbital gap in eV: 8.20
E_HOMO in eV: -8.11

CARTESIAN COORDINATES (ANGSTROEM)
C 1.650 0.425 0.002
N 0.315 -0.058 0.258
C -0.691 0.075 -0.598
O -0.670 0.578 -1.716
C -2.237 -0.722 0.345
O -1.980 -1.118 1.435
H 1.643 0.870 -0.995
H 1.936 1.185 0.735
H 2.375 -0.394 0.027
H 0.073 -0.489 1.141
H -2.415 -0.353 -0.635

Forces on the atoms, in the same order (eV/Å):
C 0.3 0.1 0.0
N 0.1 0.0 0.1
C 0.3 -0.2 0.8
O -0.6 -0.6 0.9
C 3.6 1.1 -0.3
O -1.1 0.1 -1.0
H 0.1 0.0 0.1
H 0.0 -0.1 -0.1
H 0.0 0.1 0.0
H 0.2 0.0 0.0
H -2.9 -0.6 -0.4

Results of the Löwdin charge analysis, in e, for atoms 1 through 2: atom 1 (C): -0.07, atom 2 (N): -0.02

***

[6]
A molecular structure, C8H9I3IrO4SSc in a non-equilibrium geometry. Source: the Open Molecules 2025 dataset; level of theory: ωB97M-V/def2-TZVPD.

Computed properties:
2S+1: 5
Charge: +4
LUMO level (alpha / beta) in eV: -16.930 / -18.333
ΔE to the lowest compared entry with this formula, charge and spin in kcal per mole: 5.9
Frontier orbital gap (alpha / beta) in eV: 4.64 / 5.32
E_HOMO (alpha / beta) in eV: -21.57 / -23.65

CARTESIAN COORDINATES (ANGSTROEM)
I -3.610 2.457 1.158
I -2.337 1.430 3.384
Sc -0.885 2.473 0.440
Ir 1.817 1.104 -0.054
S -0.637 0.505 -0.997
C 2.164 -0.111 -1.602
C 2.660 2.621 -0.904
C -0.938 -1.319 -0.394
C -2.302 -1.341 0.283
C 0.165 -1.760 0.544
C -0.958 -2.154 -1.665
C 1.191 2.153 1.451
C 3.249 0.439 1.051
O 3.063 3.548 -1.458
O 2.343 -0.823 -2.487
O 0.929 2.793 2.415
O 4.100 0.001 1.706
H -2.576 -2.382 0.519
H -3.069 -0.926 -0.383
H -2.309 -0.760 1.217
H -0.006 -2.798 0.881
H 0.227 -1.150 1.457
H 1.152 -1.731 0.061
H -1.194 -3.208 -1.453
H 0.003 -2.133 -2.189
H -1.738 -1.799 -2.351
I -0.504 4.872 -0.629

Forces on the atoms, in the same order (eV/Å):
I -0.8 1.0 -2.1
I 1.2 -0.8 1.8
Sc -3.1 -1.4 0.6
Ir -3.6 -0.9 -0.5
S 1.4 1.0 0.7
C 1.3 -3.2 -3.8
C 2.2 4.6 -3.0
C -0.5 -1.7 0.4
C -0.2 0.7 0.0
C 0.6 0.4 0.4
C -0.1 0.3 -0.7
C 1.2 2.7 5.7
C 5.8 -2.8 3.7
O -1.4 -3.6 2.2
O -0.7 2.9 3.5
O 0.7 -2.9 -4.9
O -4.0 2.1 -3.0
H 0.2 0.3 -0.1
H 0.0 -0.2 0.1
H 0.1 -0.2 -0.1
H 0.0 0.3 -0.3
H -0.2 -0.1 0.0
H -0.2 -0.3 0.0
H 0.1 0.3 0.3
H -0.2 -0.1 0.1
H 0.2 -0.1 0.1
I 0.1 1.7 -0.8

Results of the Löwdin charge analysis, in e, for atoms 1 through 2: atom 1 (I): 0.56, atom 2 (I): 0.69